(1)
A molecular structure, C2H7BMgO2PS, computed with ωB97M-V with the def2-TZVPD basis set.

Properties
- F_max (hartree/bohr) = 0.0700
- LUMO energy (Ha) = -0.27699
- total charge = +1
- calculated total energy (a.u.) = -1195.09014
- frontier orbital gap (eV) = 4.79

Each line ends with the Löwdin charge.
Cartesian coordinates (Å):
S1 2.46 -1.67 -0.07  0.21
P1 1.67 0.13 -0.48  0.55
B1 0.20 0.35 0.79  -1.01
O1 -0.82 1.32 0.52  -0.06
C1 -1.80 0.78 -0.39  -0.11
C2 -1.44 -0.77 -0.35  -0.16
O2 -0.47 -0.94 0.69  -0.12
H1 2.73 1.08 -0.26  -0.02
H2 1.30 0.09 -1.85  0.02
H3 0.75 0.64 1.84  0.08
H4 -2.82 0.84 -0.01  0.13
H5 -1.56 1.33 -1.31  0.13
H6 -2.28 -1.40 -0.02  0.13
H7 -1.10 -1.05 -1.36  0.11
Mg1 3.16 -0.74 2.26  1.13

(2)
A molecular structure, C25H17Br4Cl9F9N4O3, computed with ωB97M-V with the def2-TZVPD basis set.

Properties
- F_max (hartree/bohr) = 0.1919
- LUMO energy (Ha) = -0.18727
- total charge = +1
- calculated total energy (a.u.) = -16742.93060
- frontier orbital gap (eV) = 5.56

Each line ends with the Löwdin charge.
Cartesian coordinates (Å):
C1 4.92 -0.76 -0.52  0.10
C2 4.10 0.34 -0.15  -0.08
C3 2.79 1.37 -0.04  -0.11
C4 1.36 0.62 -0.39  -0.02
N1 1.18 -0.67 -1.15  -0.04
F1 2.07 -1.53 -1.71  0.05
C5 -0.26 -1.11 -1.33  -0.42
Br1 -1.09 -2.71 -2.19  0.76
C6 -1.00 0.14 -0.54  -0.12
C7 -2.66 0.06 -0.45  -0.13
C8 -3.31 -1.13 0.51  0.03
C9 -4.98 -1.08 0.44  -0.16
C10 -5.62 0.07 -0.51  -0.13
N2 -4.97 1.15 -1.32  0.01
C11 -3.48 1.17 -1.31  -0.05
N3 -0.03 1.18 0.00  -0.41
Cl1 -0.44 2.64 0.85  0.82
H1 5.48 -1.79 -0.71  0.07
H2 2.83 1.79 1.08  0.14
H3 3.04 2.26 -0.78  0.14
H4 -2.69 -1.90 1.13  0.11
H5 -5.63 -1.88 1.04  0.08
H6 -6.81 0.05 -0.57  0.12
H7 -2.90 1.97 -1.96  0.13
C12 -7.61 -3.55 -1.90  -1.97
Cl2 -7.80 -5.18 -1.22  0.53
Cl3 -7.28 -3.66 -3.65  0.52
Cl4 -9.11 -2.62 -1.63  0.53
Cl5 -6.26 -2.72 -1.09  0.59
C13 4.08 -4.01 -2.89  -0.07
C14 5.60 -4.23 -3.00  -0.42
C15 6.11 -4.45 -4.42  -0.29
F2 5.57 -5.54 -5.01  0.09
F3 7.46 -4.65 -4.42  0.10
F4 5.97 -5.24 -2.18  0.13
F5 6.21 -3.10 -2.50  0.08
O1 3.30 -5.15 -2.55  -0.08
C16 2.96 -6.00 -3.64  -0.48
C17 3.61 -7.39 -3.55  -0.29
F6 4.96 -7.31 -3.47  0.09
F7 3.33 -8.14 -4.65  0.10
F8 3.24 -5.37 -4.81  0.12
F9 1.60 -6.13 -3.61  0.13
H8 3.93 -3.32 -2.04  0.11
H9 3.67 -3.47 -3.75  0.15
H10 5.91 -3.58 -5.06  0.18
H11 3.25 -7.93 -2.67  0.07
C18 2.69 -7.13 0.67  -1.97
Cl6 2.08 -8.00 -0.76  0.61
Cl7 1.46 -7.17 1.96  0.53
Cl8 4.18 -7.91 1.26  0.54
Cl9 3.03 -5.44 0.23  0.57
C19 -1.17 5.06 2.88  -0.10
C20 -0.69 6.28 2.40  -0.06
C21 -0.73 7.42 3.21  0.02
C22 -1.24 7.32 4.51  -0.13
C23 -1.72 6.10 5.00  0.02
C24 -1.69 4.97 4.18  -0.05
N4 -1.25 8.51 5.38  -0.49
O2 -0.83 9.57 4.90  -0.02
O3 -1.68 8.37 6.53  -0.19
H12 -1.13 4.18 2.25  -0.02
H13 -0.29 6.34 1.39  0.11
H14 -0.35 8.36 2.82  0.13
H15 -2.13 6.01 6.00  0.13
H16 -2.06 4.02 4.55  0.11
C25 -4.18 11.12 4.87  -1.53
Br2 -3.08 9.83 5.83  0.96
Br3 -6.06 10.63 4.88  0.53
Br4 -3.90 12.93 5.54  0.55
H17 -3.84 11.11 3.83  -0.02

(3)
A molecular structure, C16H29EuN2, computed with ωB97M-V with the def2-TZVPD basis set.

Properties
- 2S+1 = 7
- expectation value of S² = 12.12
- F_max (hartree/bohr) = 0.3366
- LUMO energy (spin up / spin down) (Ha) = -0.30785 / -0.25067
- total charge = +2
- calculated total energy (a.u.) = -1446.22213
- frontier orbital gap (spin up / spin down) (eV) = 6.88 / 8.32

Each line ends with the Mulliken spin population.
Cartesian coordinates (Å):
C1 1.74 2.68 -0.82  0.00
H1 2.56 3.33 -0.49  0.00
H2 2.07 2.18 -1.74  0.00
H3 1.59 1.91 -0.04  0.00
C2 0.47 3.49 -1.06  0.00
H4 -0.35 2.81 -1.37  0.00
H5 0.14 3.96 -0.13  0.00
C3 0.65 4.57 -2.13  0.00
H6 -0.28 5.14 -2.30  0.00
H7 1.43 5.28 -1.84  0.00
H8 0.94 4.13 -3.09  0.00
C4 -0.93 -1.95 -0.08  -0.05
C5 -1.63 -1.17 -1.14  -0.01
C6 -0.64 -0.80 -2.12  -0.04
C7 0.64 -1.43 -1.75  -0.04
C8 0.46 -2.19 -0.54  -0.03
C9 1.42 -3.09 0.11  -0.01
C10 1.86 -1.34 -2.55  0.00
C11 -0.85 -0.01 -3.32  0.00
C12 -3.06 -0.88 -1.17  -0.01
C13 -1.56 -2.58 1.05  0.00
Eu1 0.04 0.12 -0.01  6.22
H9 2.75 -1.64 -1.98  0.00
H10 1.80 -2.00 -3.42  -0.01
H11 2.04 -0.33 -2.92  0.00
H12 2.45 -2.83 -0.14  0.00
H13 1.33 -3.07 1.20  0.00
H14 1.25 -4.13 -0.21  0.00
H15 -2.41 -2.01 1.44  0.00
H16 -1.95 -3.56 0.73  -0.01
H17 -0.88 -2.76 1.88  0.00
H18 -3.30 -0.01 -1.78  0.00
H19 -3.62 -1.73 -1.60  0.00
H20 -3.47 -0.70 -0.17  0.00
H21 -0.02 0.69 -3.51  0.00
H22 -0.92 -0.66 -4.20  0.00
H23 -1.77 0.58 -3.27  0.00
C14 1.22 0.36 5.43  0.00
N1 0.00 0.00 4.67  0.00
C15 -1.22 -0.36 5.43  0.00
C16 0.00 0.00 3.24  0.00
N2 0.00 0.00 2.16  0.00
H24 1.08 0.32 6.53  0.00
H25 1.51 1.39 5.16  0.00
H26 2.03 -0.34 5.15  0.00
H27 -2.03 0.34 5.15  0.00
H28 -1.51 -1.39 5.15  0.00
H29 -1.08 -0.32 6.53  0.00

(4)
2 unconnected molecules or ions with the total composition C8H15N2S, computed with ωB97M-V with the def2-TZVPD basis set.

Properties
- F_max (hartree/bohr) = 0.0893
- LUMO energy (Ha) = -0.13459
- total charge = +1
- calculated total energy (a.u.) = -821.24054
- frontier orbital gap (eV) = 9.12
- energy above the lowest of the compared OMol25 structures with the same formula, charge and spin (eV) = 1.148

Each line ends with the Löwdin charge.
Cartesian coordinates (Å):
C1 0.95 -0.88 3.17  -0.21
C2 2.13 -0.76 2.58  -0.45
C3 0.90 -2.57 1.61  -0.40
C4 0.19 -1.94 2.56  -0.19
C5 -1.86 0.69 -2.38  -0.06
C6 -0.81 0.59 0.77  0.04
C7 -0.70 1.51 -1.79  -0.36
C8 -0.20 0.76 -0.60  -0.20
N1 0.28 1.49 -2.84  0.06
N2 0.91 0.16 -0.82  0.25
S1 2.42 -1.84 1.29  1.01
H1 0.46 -0.16 3.84  0.13
H2 2.83 0.10 2.80  0.11
H3 0.47 -3.28 0.97  0.06
H4 -1.66 -0.35 -2.74  0.11
H5 -2.66 0.53 -1.66  0.07
H6 -2.45 1.06 -3.30  0.12
H7 -1.68 0.01 0.56  0.09
H8 -0.20 0.04 1.57  0.07
H9 -1.18 1.44 1.28  0.10
H10 -1.05 2.59 -1.45  0.20
H11 -0.01 1.19 -3.70  0.07
H12 -0.81 -2.24 2.81  0.12
H13 0.97 2.18 -2.91  0.08
H14 1.33 -0.35 0.00  0.06
H15 1.45 0.02 -1.63  0.12

(5)
A single C6H4S molecule, computed with ωB97M-V with the def2-TZVPD basis set.

Properties
- F_max (hartree/bohr) = 0.2318
- LUMO energy (Ha) = -0.02861
- total charge = 0
- calculated total energy (a.u.) = -628.93872
- frontier orbital gap (eV) = 8.37
- energy above the lowest of the compared OMol25 structures with the same formula, charge and spin (eV) = 4.248

Each line ends with the Löwdin charge.
Cartesian coordinates (Å):
C1 2.29 -1.77 -0.41  0.10
C2 1.55 -0.92 0.00  -0.07
C3 0.39 0.05 0.46  -0.50
C4 0.69 1.33 -0.07  -0.08
C5 1.27 2.55 -0.11  0.16
C6 -0.85 -0.69 0.50  -0.60
S1 -2.25 -0.17 -0.28  0.66
H1 2.93 -2.69 -0.45  0.06
H2 0.56 0.12 1.41  0.07
H3 1.33 3.64 -0.02  0.03
H4 -0.84 -1.63 1.37  0.17